Entry 1:
The following is a quantum chemistry calculation of a structure of composition C30H70AsF6N10O10, from the OMol25 dataset.

As for the relative energy (zero: lowest compared OMol25 entry of this formula, charge and spin): 42.1 kcal per mole. For the highest occupied orbital energy, the calculation gives -6.2163 eV. Its gap between HOMO and LUMO is 8.271 eV. The value obtained for the total energy is -144769.488 eV.

Structure (ORCA input):
```
! RIJCOSX wB97M-V def2-TZVPD def2/J DEFGRID3
* xyz -1 1
As 13.957 13.576 -20.812
F 14.021 13.042 -19.126
F 12.798 14.841 -20.322
F 13.944 14.207 -22.499
F 15.128 12.270 -21.188
F 12.533 12.526 -21.155
F 15.269 14.743 -20.601
C 15.640 11.364 -14.864
O 15.769 10.574 -15.816
N 15.390 12.712 -14.974
C 15.234 13.529 -13.727
C 15.395 13.399 -16.287
H 15.769 11.049 -13.817
H 15.993 14.303 -13.612
H 14.964 12.941 -12.850
H 14.398 14.214 -13.861
H 14.554 14.050 -16.527
H 16.290 14.020 -16.319
H 15.400 12.607 -17.036
C 15.653 18.455 -23.603
O 15.862 19.214 -24.536
N 14.464 18.358 -22.880
C 14.376 17.549 -21.625
C 13.350 19.284 -23.151
H 16.450 17.825 -23.180
H 14.840 16.587 -21.845
H 13.323 17.423 -21.374
H 14.857 18.070 -20.797
H 12.404 18.749 -23.068
H 13.455 20.027 -22.360
H 13.308 19.831 -24.093
C 17.491 12.043 -18.821
O 17.481 11.062 -18.073
N 18.622 12.652 -19.311
C 18.531 13.791 -20.216
C 19.977 12.360 -18.873
H 16.584 12.462 -19.282
H 17.513 13.985 -20.551
H 19.096 13.596 -21.127
H 19.014 14.703 -19.867
H 20.238 13.141 -18.160
H 20.157 11.364 -18.468
H 20.644 12.455 -19.730
C 9.199 13.069 -20.844
O 8.895 13.700 -21.881
N 8.470 13.063 -19.742
C 7.187 13.781 -19.721
C 9.018 12.654 -18.460
H 10.108 12.452 -20.767
H 6.597 13.393 -18.890
H 6.721 13.731 -20.705
H 7.282 14.865 -19.659
H 8.732 11.645 -18.164
H 10.107 12.679 -18.449
H 8.696 13.229 -17.592
C 14.582 9.113 -19.687
O 15.093 9.385 -18.587
N 14.328 7.875 -20.123
C 13.874 7.602 -21.470
C 14.642 6.719 -19.261
H 14.399 9.915 -20.419
H 14.568 6.934 -21.980
H 13.753 8.430 -22.168
H 12.986 6.970 -21.506
H 13.832 5.991 -19.312
H 15.554 6.195 -19.547
H 14.616 6.986 -18.205
C 12.716 15.064 -27.763
O 13.665 14.324 -28.116
N 12.659 15.740 -26.579
C 11.462 16.389 -26.116
C 13.733 15.699 -25.607
H 11.777 15.135 -28.334
H 10.699 16.475 -26.890
H 11.644 17.409 -25.777
H 10.985 15.818 -25.318
H 13.508 15.109 -24.718
H 14.657 15.325 -26.049
H 13.878 16.704 -25.213
C 17.372 7.815 -21.968
O 18.066 6.808 -21.690
N 17.807 9.079 -21.818
C 17.104 10.304 -22.335
C 19.041 9.419 -21.142
H 16.406 7.844 -22.494
H 17.293 10.289 -23.408
H 17.533 11.254 -22.016
H 16.028 10.182 -22.216
H 19.602 10.131 -21.747
H 18.838 9.908 -20.189
H 19.751 8.593 -21.104
C 17.068 14.317 -23.429
O 17.813 15.223 -23.116
N 16.676 14.060 -24.698
C 15.834 12.877 -25.105
C 17.209 14.883 -25.799
H 16.569 13.658 -22.701
H 15.101 13.142 -25.867
H 15.393 12.425 -24.217
H 16.543 12.245 -25.639
H 17.421 15.914 -25.516
H 18.140 14.478 -26.195
H 16.583 14.908 -26.691
C 13.516 10.652 -23.897
O 14.479 9.965 -24.198
N 12.636 11.177 -24.743
C 11.413 11.923 -24.266
C 12.755 11.079 -26.233
H 13.170 10.869 -22.875
H 10.510 11.333 -24.109
H 11.214 12.860 -24.785
H 11.675 12.328 -23.288
H 12.913 12.106 -26.563
H 13.724 10.645 -26.481
H 11.921 10.563 -26.709
C 15.132 17.670 -15.832
O 15.398 16.541 -15.384
N 14.305 18.017 -16.852
C 14.003 19.372 -17.123
C 13.641 17.059 -17.739
H 15.557 18.582 -15.384
H 14.651 19.596 -17.970
H 14.298 20.042 -16.315
H 12.928 19.487 -17.264
H 13.722 16.015 -17.436
H 12.578 17.151 -17.962
H 14.100 16.994 -18.725
*
```

***

Entry 2:
The following is a quantum chemistry calculation of a cluster of 6 separate species, C30H70BBr2FIN13O10P in total, from the OMol25 dataset.

For the highest occupied orbital energy, the calculation gives -10.3593 eV. Its gap between HOMO and LUMO is 8.245 eV. The value obtained for the total energy is -232952.617 eV.

Structure (ORCA input):
```
! RIJCOSX wB97M-V def2-TZVPD def2/J DEFGRID3
* xyz 1 1
C 0.722 -4.812 -2.274
C -0.723 -4.376 -2.067
C -0.955 -3.720 -0.717
F 0.246 -3.545 -0.054
N -1.718 -2.397 -0.652
C -3.232 -2.815 -0.594
Br -3.591 -3.398 1.216
C -3.771 -4.017 -1.429
C -5.265 -4.168 -1.071
Br -3.710 -4.052 -3.387
C -1.525 -1.321 -1.720
N -2.196 -1.567 -2.967
C -0.054 -0.925 -1.959
C 0.537 -1.503 -3.247
C 2.080 -1.520 -3.565
N 2.350 -0.698 -4.767
N 2.935 -1.112 -2.473
N 2.424 -2.872 -4.003
O -0.288 0.524 -2.194
N 0.894 1.226 -2.442
O 0.671 2.353 -2.648
O 0.728 -1.174 -0.885
C 0.180 -0.972 0.419
C 0.296 0.532 0.789
C 1.736 1.071 0.630
C 1.708 2.583 0.345
I 2.499 3.803 1.923
B 1.184 -1.624 1.469
N 2.520 -2.016 1.073
O 0.704 -1.691 2.741
C -1.266 -1.639 0.641
P -2.394 -0.294 1.504
N -2.632 -1.052 2.995
O -3.918 -0.369 0.931
H 1.417 -3.989 -2.181
H 0.986 -5.609 -1.587
H 0.789 -5.225 -3.275
H -1.313 -5.287 -2.092
H -1.073 -3.791 -2.907
H -1.493 -4.393 -0.060
H -3.805 -1.926 -0.823
H -3.282 -4.932 -1.128
H -5.410 -4.955 -0.343
H -5.820 -4.459 -1.952
H -5.689 -3.230 -0.731
H -1.995 -0.450 -1.262
H -1.932 -0.819 -3.601
H -3.200 -1.444 -2.853
H 0.181 -2.512 -3.413
H 0.074 -0.933 -4.042
H 1.830 0.169 -4.759
H 2.115 -1.216 -5.605
H 3.779 -1.667 -2.456
H 3.204 -0.140 -2.519
H 3.243 -2.776 -4.597
H 2.731 -3.422 -3.207
H 0.099 0.666 1.847
H -0.378 1.149 0.209
H 2.273 0.931 1.561
H 2.282 0.587 -0.173
H 2.309 2.822 -0.520
H 0.708 2.973 0.223
H 3.206 -1.783 1.788
H 2.621 -3.005 0.867
H 1.062 -2.469 3.190
H -1.097 -2.420 1.362
H -3.618 -1.216 3.168
H -2.270 -0.420 3.700
H -4.031 0.291 0.230
C -4.788 3.246 2.233
O -3.805 2.533 2.344
N -5.856 3.195 3.044
C -6.998 4.073 2.878
C -5.853 2.226 4.129
H -4.879 4.012 1.443
H -7.146 4.686 3.768
H -7.907 3.494 2.701
H -6.832 4.731 2.028
H -5.009 2.403 4.796
H -5.763 1.213 3.733
H -6.780 2.315 4.689
C 5.954 2.723 1.395
O 5.437 1.725 0.914
N 7.192 3.158 1.129
C 7.729 4.346 1.760
C 8.022 2.422 0.184
H 5.422 3.374 2.106
H 7.992 5.096 1.011
H 8.624 4.106 2.338
H 6.986 4.772 2.432
H 7.549 2.390 -0.792
H 8.159 1.394 0.518
H 8.991 2.908 0.101
C -6.206 0.124 -1.915
O -5.204 -0.557 -1.698
N -7.297 0.117 -1.154
C -8.451 0.947 -1.457
C -7.337 -0.750 0.017
H -6.271 0.809 -2.772
H -8.653 1.633 -0.633
H -9.333 0.328 -1.622
H -8.259 1.528 -2.356
H -6.531 -0.501 0.708
H -7.220 -1.791 -0.279
H -8.295 -0.626 0.515
C 7.677 1.748 -3.461
O 8.090 0.937 -2.654
N 6.426 1.753 -3.955
C 5.982 2.721 -4.936
C 5.501 0.741 -3.478
H 8.305 2.564 -3.861
H 5.147 3.309 -4.549
H 5.660 2.222 -5.852
H 6.800 3.396 -5.178
H 5.364 0.835 -2.397
H 5.898 -0.254 -3.683
H 4.549 0.854 -3.990
C 2.053 1.234 7.813
O 3.122 1.557 8.288
N 1.804 1.147 6.490
C 0.509 0.761 5.978
C 2.884 1.472 5.571
H 1.177 0.977 8.436
H 0.581 -0.137 5.368
H 0.084 1.561 5.363
H -0.165 0.567 6.810
H 3.745 0.828 5.746
H 3.199 2.503 5.731
H 2.547 1.358 4.543
*
```

***

Entry 3:
The following is a quantum chemistry calculation of a structure of composition C30H70ClN10O11V, from the OMol25 dataset.

For the highest occupied orbital energy (spin up / spin down), the calculation gives -10.6766 / -10.6766 eV. Its gap between HOMO and LUMO (spin up / spin down) is 9.366 / 9.239 eV. The value obtained for the total energy is -107876.161 eV.

Structure (ORCA input):
```
! RIJCOSX wB97M-V def2-TZVPD def2/J DEFGRID3
* xyz 1 2
O 7.767 15.924 13.444
V 7.422 16.579 14.812
Cl 5.498 17.873 14.602
C 8.953 18.864 13.738
O 8.491 18.256 14.746
N 9.735 19.907 13.824
C 10.483 20.439 12.746
C 10.162 20.339 15.123
H 8.813 18.471 12.766
H 11.544 20.166 12.737
H 10.327 21.531 12.796
H 10.062 20.023 11.846
H 9.947 19.515 15.861
H 11.236 20.426 15.239
H 9.779 21.312 15.449
C 2.528 16.130 12.815
O 2.995 15.328 12.047
N 2.304 17.433 12.655
C 1.643 18.071 13.749
C 2.890 18.152 11.590
H 2.294 15.842 13.836
H 1.016 17.368 14.249
H 1.022 18.876 13.390
H 2.349 18.480 14.461
H 2.882 17.439 10.759
H 2.257 19.058 11.386
H 3.946 18.503 11.817
C -1.945 19.073 12.109
O -0.987 19.225 12.835
N -1.829 18.954 10.778
C -3.061 18.827 9.993
C -0.513 18.880 10.210
H -2.940 19.202 12.490
H -3.886 18.966 10.759
H -3.236 17.772 9.693
H -3.096 19.485 9.157
H -0.045 19.797 10.417
H 0.052 18.087 10.713
H -0.520 18.776 9.117
C 6.768 17.919 20.334
O 7.176 16.915 19.782
N 6.268 18.910 19.584
C 5.955 20.234 19.986
C 6.055 18.689 18.093
H 6.872 18.032 21.450
H 6.215 20.405 20.994
H 4.826 20.463 19.864
H 6.515 20.942 19.403
H 5.097 19.225 17.811
H 6.825 19.125 17.436
H 5.951 17.595 17.902
C 8.749 15.832 17.383
O 8.861 16.321 16.249
N 9.341 14.690 17.664
C 9.072 13.946 18.909
C 10.225 14.125 16.566
H 8.165 16.319 18.182
H 8.681 12.936 18.704
H 8.265 14.363 19.557
H 9.983 13.774 19.462
H 9.570 13.790 15.754
H 10.832 14.983 16.240
H 10.744 13.299 16.994
C 5.212 14.691 16.071
O 6.245 15.323 15.922
N 4.949 13.660 15.276
C 3.670 13.037 15.383
C 5.916 13.100 14.328
H 4.460 15.056 16.764
H 3.174 13.019 14.325
H 3.003 13.696 16.006
H 3.730 12.036 15.747
H 5.549 12.092 13.983
H 6.071 13.727 13.428
H 6.821 12.984 14.966
C 7.434 18.227 9.432
O 8.034 18.531 10.441
N 6.796 17.071 9.188
C 5.732 17.027 8.167
C 6.928 15.958 10.047
H 7.290 18.974 8.672
H 4.774 17.080 8.690
H 5.764 16.097 7.628
H 5.828 17.883 7.419
H 6.102 15.789 10.727
H 6.993 15.048 9.358
H 7.871 16.040 10.560
C 1.266 20.780 17.481
O 2.080 20.634 18.421
N 0.411 19.781 17.151
C -0.463 20.028 15.973
C 0.527 18.483 17.773
H 1.310 21.720 16.947
H -1.544 20.097 16.271
H -0.359 19.253 15.205
H -0.193 20.988 15.517
H -0.276 18.394 18.539
H 0.380 17.681 17.042
H 1.365 18.399 18.441
C 3.043 12.079 19.579
O 3.899 12.540 18.853
N 1.732 12.367 19.610
C 0.731 11.577 20.334
C 1.166 13.433 18.740
H 3.297 11.264 20.322
H 1.201 11.056 21.191
H 0.339 10.850 19.649
H -0.135 12.151 20.636
H 0.589 14.075 19.385
H 1.953 13.967 18.246
H 0.577 13.017 17.920
C 6.531 21.818 13.935
O 7.679 21.830 14.352
N 5.676 22.805 13.653
C 4.512 22.619 12.883
C 6.238 24.185 13.633
H 6.057 20.818 13.759
H 4.577 23.061 11.889
H 3.576 22.958 13.252
H 4.463 21.533 12.783
H 7.212 24.292 14.069
H 6.143 24.615 12.666
H 5.554 24.746 14.194
*
```

***

| no. | maximum force (eV/A) |
| --- | --- |
| 1 | 3.46 |
| 2 | 1.24 |
| 3 | 3.97 |